(1)
This record from OMol25 describes an isolated ion of composition C3H11NP and charge +1 at a distorted geometry. The level of theory is the ωB97M-V functional and the def2-TZVPD basis.

```
! RIJCOSX wB97M-V def2-TZVPD def2/J DEFGRID3
* xyz 1 1
C -0.96735 1.08611 -0.17488
C 2.25329 0.55841 -0.14901
C -0.52681 -0.10097 0.54782
N -1.45570 -1.26621 0.23884
P 1.22018 -0.96331 0.03057
H -0.15581 1.76155 -0.14528
H -1.97288 1.43376 0.15384
H -1.12204 0.77757 -1.26759
H 3.25171 0.30538 -0.44599
H 2.41411 1.02241 0.89622
H 1.79656 1.19560 -0.82421
H -0.78292 -0.01228 1.84196
H -2.36852 -1.22980 0.62206
H -0.87375 -2.03647 0.61767
H -1.38009 -1.45841 -0.72378
H 0.67001 -1.07333 -1.21824
*
```

- Frontier orbital gap: 0.38444 hartree
- SMILES string: CP[C@@H](C)[NH3+]
- DFT total energy: -14059.8947 eV

=====

(2)
This record from OMol25 describes a 2-piece molecular cluster, C3H11NP2 overall at a distorted geometry. The level of theory is the ωB97M-V functional and the def2-TZVPD basis.

```
! RIJCOSX wB97M-V def2-TZVPD def2/J DEFGRID3
* xyz 0 1
C -2.62359 -1.08870 0.64688
C 3.05202 -0.56439 -0.51252
C -2.43764 0.40245 0.53177
N 1.13290 1.58590 -0.61550
P 1.51912 0.23060 0.02264
P -1.92964 1.04427 -0.94092
H -3.44245 -1.39669 0.15087
H -1.67259 -1.71548 0.50980
H -2.84993 -1.23683 1.64245
H 3.83344 0.13804 -0.67051
H 2.78805 -0.83077 -1.53668
H 3.22349 -1.47219 0.01293
H 1.85013 0.59487 1.31700
H -2.72274 0.98778 1.48938
H 1.33413 1.66583 -1.60985
H 0.63556 -0.80783 0.10902
H -1.69026 2.46313 -0.54677
*
```

- Frontier orbital gap: 0.32844 hartree
- SMILES string: [H]/P=C/C.C[PH2]=N
- DFT total energy: -23353.8247 eV

=====

Let's list energy above the lowest of the compared OMol25 structures with the same formula, charge and spin in order: 323.34, 92.87 kJ/mol.